Record 1
A structure of composition C24H60AlB3O12S6 in a non-equilibrium geometry, computed with ωB97M-V/def2-TZVPD.

```
106
Properties=species:S:1:pos:R:3:forces:R:3
Al 0.075 0.592 -0.489 0.273 1.369 1.652
B 1.613 2.765 -2.105 -1.351 -2.374 0.495
H 0.547 2.893 -2.213 -4.050 0.827 -0.488
H 1.870 2.638 -1.065 1.580 -0.473 4.425
H 1.895 1.954 -2.760 1.221 -3.163 -2.332
H 2.088 3.635 -2.532 1.854 3.774 -1.226
B -2.180 2.012 0.960 0.180 -2.128 -0.559
H -1.550 2.525 0.249 2.729 2.730 -3.711
H -2.758 1.307 0.383 -2.360 -2.475 -2.209
H -1.584 1.401 1.620 2.111 -2.534 3.281
H -2.773 2.739 1.493 -1.520 3.234 2.217
B 1.721 -0.467 1.832 -1.192 0.475 -1.673
H 2.364 0.109 1.184 2.842 2.546 -2.412
H 2.273 -0.822 2.688 2.151 -1.490 3.278
H 0.850 0.089 2.142 -3.301 2.491 1.659
H 1.300 -1.270 1.248 -1.295 -3.827 -2.161
C 5.220 1.743 -1.398 -0.085 -1.174 -0.808
C 6.165 0.562 -0.905 -1.644 0.887 0.116
C 5.392 -0.768 -1.155 -0.430 -0.467 -0.109
S 3.940 -0.453 -2.274 -0.695 0.226 -0.909
O 2.698 -0.333 -1.442 1.957 -0.178 -1.293
O 3.952 -1.335 -3.475 0.037 1.697 2.428
C 4.627 1.208 -2.732 -0.141 -0.011 0.435
H 5.723 2.708 -1.463 0.283 -0.210 -0.416
H 4.409 1.927 -0.693 -0.138 -0.335 0.094
H 6.295 0.784 0.155 0.267 -0.583 0.091
H 7.138 0.607 -1.395 -0.180 -0.162 -0.130
H 4.968 -1.260 -0.279 -0.058 0.435 0.233
H 5.929 -1.570 -1.660 0.293 0.323 -0.192
H 3.899 1.815 -3.270 -0.168 -0.101 0.490
H 5.416 0.965 -3.444 0.154 -0.168 0.057
C -4.924 -2.271 -0.058 0.162 2.053 0.479
C -4.867 -3.128 -1.375 0.204 -0.188 2.619
C -4.452 -2.266 -2.519 0.097 1.781 -1.124
S -3.909 -0.545 -1.900 0.743 -1.445 -0.062
O -4.446 0.445 -2.849 1.011 -1.061 1.588
O -2.455 -0.622 -1.521 -2.480 0.249 -0.703
C -4.997 -0.778 -0.407 -0.145 0.519 -1.196
H -4.068 -2.308 0.616 0.326 -0.859 -0.560
H -5.775 -2.474 0.591 -0.188 -0.321 -0.286
H -5.861 -3.556 -1.501 0.131 0.006 -0.334
H -4.215 -3.911 -0.987 0.315 -0.341 -1.125
H -5.330 -1.987 -3.101 -0.212 0.178 0.160
H -3.778 -2.570 -3.320 0.508 -0.390 0.623
H -5.992 -0.561 -0.796 -0.019 0.251 -0.216
H -4.759 -0.008 0.327 0.313 -0.367 0.185
C -3.783 5.149 -2.580 -0.915 -0.545 -0.249
C -2.392 5.681 -2.299 -0.011 0.980 -0.949
C -1.352 4.628 -2.680 0.407 -0.010 0.612
S -2.314 3.138 -3.047 0.352 -0.869 0.092
O -1.750 2.012 -2.293 -0.119 0.215 -1.330
O -2.759 3.072 -4.439 1.432 -0.259 0.865
C -3.723 3.674 -2.225 -0.870 0.233 1.578
H -4.029 5.204 -3.641 -0.023 0.313 -0.027
H -4.553 5.664 -2.005 0.049 0.035 -0.060
H -2.308 5.977 -1.253 0.150 -0.169 -0.026
H -2.243 6.568 -2.916 0.067 0.191 0.204
H -0.750 4.464 -1.787 -0.012 -0.669 -0.198
H -0.629 4.861 -3.461 -0.438 0.042 -0.228
H -3.530 3.580 -1.156 0.103 -0.151 0.186
H -4.540 2.991 -2.459 -0.037 0.304 -0.331
C -2.773 -3.064 4.465 -0.040 0.255 -1.994
C -1.225 -2.967 4.676 -1.915 -2.633 1.492
C -0.553 -2.343 3.531 0.632 1.598 -0.562
S -1.712 -2.319 2.055 1.293 -1.113 1.001
O -1.800 -3.695 1.475 0.024 2.448 0.856
O -1.444 -1.161 1.196 -0.825 -1.394 0.842
C -3.105 -2.108 3.264 -0.177 -0.365 -0.318
H -3.447 -2.931 5.311 0.436 0.615 0.140
H -2.993 -4.083 4.148 -0.038 0.017 -0.268
H -0.914 -4.009 4.746 0.193 -0.050 0.241
H -1.070 -2.551 5.672 0.553 0.506 -0.351
H 0.454 -2.722 3.357 -0.271 -0.046 -0.539
H -0.431 -1.315 3.872 0.143 0.473 -1.065
H -4.027 -2.343 2.732 0.017 -0.134 0.137
H -3.133 -1.049 3.522 0.206 0.024 0.056
C 3.903 2.399 4.010 -0.324 1.723 -0.419
C 4.412 2.679 2.593 -0.166 0.422 -0.640
C 3.490 3.773 1.934 -0.967 -1.279 0.305
S 1.742 3.267 2.503 1.682 0.982 0.928
O 1.000 2.568 1.466 0.582 0.495 0.776
O 1.158 4.434 3.156 0.016 -0.714 -0.665
C 2.405 2.194 3.895 -1.257 -1.265 -1.185
H 4.053 3.349 4.524 0.230 -0.172 0.656
H 4.488 1.597 4.459 -0.418 -0.012 0.169
H 4.434 1.709 2.097 -0.389 0.192 -0.689
H 5.451 3.011 2.610 -0.007 0.197 0.080
H 3.459 3.879 0.849 0.137 -0.583 -0.054
H 3.628 4.788 2.305 0.095 -0.221 0.482
H 2.163 1.192 3.541 0.236 -0.153 -0.123
H 1.738 2.322 4.747 0.381 0.591 0.102
C 0.367 -5.881 -0.470 0.934 0.090 0.286
C 0.422 -5.965 -1.973 0.162 0.307 -0.776
C 0.102 -4.512 -2.444 -0.532 -1.179 -0.502
S 1.054 -3.467 -1.415 2.794 1.757 0.691
O 0.260 -2.305 -0.963 0.519 -0.786 -0.647
O 2.386 -3.237 -2.040 -2.671 -0.693 1.135
C 1.265 -4.686 -0.056 -1.316 0.276 0.703
H 0.770 -6.771 0.014 -0.276 -0.148 -0.055
H -0.686 -5.758 -0.221 0.173 0.306 0.616
H -0.312 -6.678 -2.348 -0.048 0.147 -0.147
H 1.402 -6.317 -2.292 0.073 0.264 -0.230
H -0.955 -4.329 -2.249 0.005 0.236 0.061
H 0.327 -4.250 -3.478 0.102 -0.154 0.066
H 0.894 -4.293 0.890 -0.258 0.542 -0.245
H 2.313 -4.877 0.172 0.054 -0.242 -0.859
```
Forces are in eV/Å.

Values from the calculation:
Kohn-Sham gap (Eh): 0.180
HOMO (eV): -9.31
E_LUMO (eV): -4.4
DFT total energy (eV): -124050.2911

Atom charges from the Mulliken analysis, given in e for atoms 1 to 5: 0.74 2.45 -1.00 -0.87 -0.27



Record 2
A structure of composition C24H60ClN3O3 in a non-equilibrium geometry, computed with ωB97M-V/def2-TZVPD.

```
91
Properties=species:S:1:pos:R:3:forces:R:3
Cl -12.423 5.234 19.550 -1.623 2.846 0.570
C -12.129 2.665 22.717 6.186 -0.930 0.178
C -10.623 2.753 22.268 1.532 0.145 0.916
N -10.216 3.423 20.897 -0.809 -0.715 0.515
C -10.301 4.979 21.143 0.624 -2.192 1.278
C -8.821 2.936 20.415 1.310 3.152 1.284
C -7.663 3.687 21.294 -1.381 -1.591 -0.547
C -11.224 3.034 19.840 0.562 -3.798 0.439
C -11.229 1.432 19.545 4.926 1.242 3.380
O -11.315 0.642 20.692 -1.141 0.846 1.250
C -11.188 -0.733 20.430 1.180 0.024 0.069
H -12.682 1.944 22.115 2.458 -0.130 2.237
H -12.641 3.625 22.648 3.226 0.114 -0.112
H -12.248 2.222 23.706 0.970 0.544 0.442
H -10.025 1.848 22.380 -0.848 -0.650 -0.791
H -10.001 3.296 22.980 -0.636 0.834 0.185
H -9.786 5.487 20.327 -0.236 0.095 0.312
H -9.896 5.094 22.148 0.611 0.379 -0.433
H -11.375 5.158 21.196 1.033 0.325 0.260
H -8.781 3.400 19.430 0.169 -0.485 -0.230
H -8.678 1.856 20.372 -0.545 0.209 0.297
H -7.884 3.512 22.347 -0.044 0.349 0.072
H -7.598 4.749 21.058 -0.069 -0.211 0.087
H -6.689 3.215 21.164 -0.129 0.003 -0.453
H -11.137 3.619 18.924 0.914 -0.633 0.283
H -12.219 3.226 20.240 2.170 0.194 -0.778
H -10.278 1.137 19.100 0.018 0.179 -0.961
H -12.121 1.298 18.933 5.182 -3.867 18.279
H -10.134 -0.906 20.214 0.241 -0.326 -0.161
H -11.732 -1.034 19.534 -0.484 -0.305 0.320
H -11.393 -1.238 21.374 -0.467 -0.263 -0.438
C -12.563 8.910 15.080 0.306 -0.215 0.742
C -13.489 7.758 15.401 0.174 -1.903 0.181
N -13.295 7.152 16.849 1.403 1.385 -1.337
C -11.807 6.712 17.168 -0.782 1.427 -1.218
C -13.537 8.278 17.845 -0.471 -0.153 0.122
C -14.941 8.975 17.878 0.944 -0.010 0.435
C -14.284 6.021 17.164 1.495 3.264 -0.322
C -14.356 4.903 16.211 1.850 -0.143 -1.044
O -13.042 4.368 16.121 1.213 1.034 -0.696
C -12.824 3.288 17.045 3.265 7.832 -11.240
H -12.332 9.098 14.032 -0.764 -0.184 -0.097
H -11.586 8.618 15.465 0.103 0.366 0.243
H -12.917 9.819 15.567 0.280 0.118 -0.193
H -13.304 6.899 14.755 0.331 0.057 -0.092
H -14.558 7.928 15.269 0.021 0.403 0.354
H -11.843 6.306 18.179 0.201 -0.182 -1.345
H -11.154 7.576 17.291 -0.347 0.447 -0.466
H -11.435 6.115 16.336 -0.214 -0.255 0.454
H -12.753 9.007 17.636 -0.194 0.042 0.077
H -13.254 7.758 18.760 -0.437 0.541 0.490
H -15.748 8.357 18.272 0.438 0.315 -0.483
H -15.200 9.494 16.955 -0.105 -0.523 -0.240
H -14.942 9.800 18.590 0.621 0.005 0.213
H -15.243 6.518 17.311 2.719 1.341 -1.639
H -13.938 5.657 18.131 0.405 0.713 -0.906
H -14.596 5.209 15.193 -0.429 -0.161 0.056
H -15.054 4.181 16.634 -0.175 0.161 -0.986
H -11.829 2.846 17.079 0.720 1.147 -1.702
H -13.528 2.520 16.724 -3.063 6.891 -4.173
H -12.972 3.574 18.087 5.199 0.250 -10.558
C -13.192 1.722 17.954 -4.516 -8.117 4.202
C -13.966 2.928 18.529 -2.723 -4.265 5.513
N -14.650 2.724 19.948 -2.867 -0.975 2.003
C -15.162 1.260 20.136 0.067 1.929 -0.060
C -13.714 2.965 21.152 -4.371 -0.288 -1.093
C -14.323 2.763 22.585 -3.109 -1.037 -1.164
C -15.931 3.648 19.949 2.280 0.113 0.030
C -15.616 5.160 19.559 -1.522 -2.157 0.917
O -15.815 5.313 18.176 -4.799 -3.415 3.097
C -16.896 6.156 17.768 0.144 0.687 1.911
H -13.697 0.763 18.066 -0.635 -0.111 0.350
H -12.245 1.401 18.387 -5.192 4.068 -18.275
H -12.982 1.952 16.909 2.490 -7.943 1.689
H -14.768 3.208 17.846 0.243 0.304 0.701
H -13.227 3.708 18.712 -5.664 1.962 11.167
H -14.316 0.618 20.382 0.014 -0.100 -0.813
H -15.711 1.143 19.202 0.125 -1.088 0.278
H -15.803 1.182 21.014 -0.294 0.382 -0.231
H -13.398 4.008 21.190 -0.032 -0.258 -0.829
H -12.905 2.253 20.988 -1.908 0.571 -1.352
H -14.244 1.733 22.934 -0.536 -0.215 -0.289
H -15.379 3.029 22.625 0.159 0.371 0.333
H -13.573 3.234 23.221 -4.104 0.394 1.019
H -16.329 3.595 20.962 -0.183 -0.102 -0.294
H -16.573 3.184 19.199 -0.281 0.251 0.214
H -14.609 5.455 19.856 -0.157 0.017 -0.109
H -16.326 5.667 20.213 -0.162 0.700 -0.459
H -16.567 7.137 18.109 -0.894 0.001 -0.001
H -17.776 5.922 18.367 -0.436 -0.229 -0.919
H -16.901 6.271 16.684 -0.737 -0.847 0.085
```
Forces are in eV/Å.

Values from the calculation:
Kohn-Sham gap (Eh): 0.317
HOMO (eV): -12.87
Net charge: +2
E_LUMO (eV): -4.3
DFT total energy (eV): -48946.3556

Atom charges from the Mulliken analysis, given in e for atoms 1 to 5: -0.42 -1.03 -1.02 1.15 -1.35